(1)
The following is a DFT calculation (ωB97M-V/def2-TZVPD) of one molecule with the formula C4H7NO2 in a non-equilibrium geometry.

Values from the calculation:
LUMO, eV: 0.7
SMILES string: NC(=O)CCC=O
HOMO level, eV: -10.0
Net charge: 0
Kohn-Sham gap, eV: 10.677
ΔE to the lowest compared entry with this formula, charge and spin, kJ/mol: 60.48

Geometry as XYZ:
```
14
Properties=species:S:1:pos:R:3:forces:R:3:lowdin_charge:R:1
O 1.096 -2.172 -0.567 0.13 -0.14 0.28 0.056
O -1.349 1.853 1.258 0.14 0.25 -0.23 0.051
N -0.964 -0.350 1.244 -0.07 0.26 -0.16 0.175
C -0.750 0.910 0.783 0.28 -0.18 0.37 -0.553
C 0.267 -0.094 -1.371 -0.46 -0.12 0.03 -0.163
C 1.335 -1.099 -1.051 0.09 0.18 -0.65 -0.279
C 0.255 1.061 -0.340 -0.26 0.19 -1.09 -0.093
H -0.040 1.992 -0.835 0.17 -0.15 0.08 0.122
H 1.294 1.180 -0.043 -0.02 0.28 0.69 0.120
H -1.803 -0.388 1.801 0.14 -0.54 0.11 0.116
H 2.370 -0.803 -1.345 -0.10 -0.13 0.30 0.132
H -0.669 -0.662 -1.403 -0.03 0.32 0.02 0.121
H 0.433 0.319 -2.366 0.17 -0.04 0.00 0.117
H -0.618 -1.145 0.729 -0.18 -0.17 0.24 0.076
```
Positions in Å, forces in eV/Å.

(2)
The following is a DFT calculation (ωB97M-V/def2-TZVPD) of one molecule with the formula C4H7NO2.

Values from the calculation:
LUMO, eV: 0.6
SMILES string: C[C@@H](C=O)C(N)=O
HOMO level, eV: -10.0
Net charge: 0
Kohn-Sham gap, eV: 10.643
ΔE to the lowest compared entry with this formula, charge and spin, kJ/mol: 45.09

Geometry as XYZ:
```
14
Properties=species:S:1:pos:R:3:forces:R:3:lowdin_charge:R:1
O -1.712 0.171 -1.027 0.38 -0.22 0.01 0.065
O -0.632 0.483 2.563 -0.06 -0.42 -0.59 0.068
N -0.071 -1.193 -1.800 -0.05 0.03 -0.09 0.171
C 0.875 1.258 0.329 0.05 0.10 -0.05 -0.047
C 0.196 -0.111 0.380 0.03 0.07 0.06 -0.266
C -0.738 -0.211 1.580 0.03 0.31 0.52 -0.215
C -0.624 -0.359 -0.878 -0.14 0.06 0.01 -0.536
H 1.608 1.303 -0.483 -0.10 -0.02 0.11 0.084
H 0.856 -1.570 -1.699 -0.16 0.09 0.03 0.102
H -1.527 -0.985 1.511 0.06 0.06 0.02 0.135
H 0.954 -0.899 0.510 -0.14 0.06 -0.02 0.146
H 0.123 2.035 0.165 0.11 -0.11 0.03 0.096
H 1.377 1.461 1.277 -0.07 -0.03 -0.15 0.083
H -0.556 -1.319 -2.676 0.06 0.02 0.10 0.113
```
Positions in Å, forces in eV/Å.

(3)
The following is a DFT calculation (ωB97M-V/def2-TZVPD) of one molecule with the formula C4H7NO2.

Values from the calculation:
LUMO, eV: 0.8
SMILES string: NC(=O)C[C@H]1CO1
HOMO level, eV: -9.9
Net charge: 0
Kohn-Sham gap, eV: 10.728
ΔE to the lowest compared entry with this formula, charge and spin, kJ/mol: 141.16

Geometry as XYZ:
```
14
Properties=species:S:1:pos:R:3:forces:R:3:lowdin_charge:R:1
O -0.707 -0.741 -1.942 0.05 -0.12 -0.17 -0.042
O -0.075 0.352 2.332 0.15 -0.04 -0.28 0.054
N 1.483 1.030 0.837 0.07 0.03 0.04 0.159
C -0.970 -0.724 -0.544 -0.10 -0.07 0.18 -0.283
C 0.219 -1.000 0.367 -0.01 -0.07 0.03 -0.056
C -1.081 0.495 -1.348 -0.06 0.31 0.07 -0.113
C 0.522 0.171 1.287 -0.05 0.06 0.06 -0.547
H 1.756 1.794 1.436 -0.07 -0.07 -0.08 0.111
H -1.895 -1.228 -0.268 0.12 0.10 -0.03 0.146
H -0.294 1.247 -1.289 -0.12 -0.15 -0.02 0.107
H -2.065 0.872 -1.627 0.16 -0.09 0.06 0.114
H 1.077 -1.255 -0.263 -0.09 0.08 0.07 0.124
H -0.001 -1.854 1.011 0.04 0.08 -0.10 0.124
H 2.029 0.842 0.012 -0.10 -0.03 0.17 0.102
```
Positions in Å, forces in eV/Å.

(4)
The following is a DFT calculation (ωB97M-V/def2-TZVPD) of one molecule with the formula C4H7NO2.

Values from the calculation:
LUMO, eV: 0.7
SMILES string: C[C@@H](C=O)C(N)=O
HOMO level, eV: -10.0
Net charge: 0
Kohn-Sham gap, eV: 10.690
ΔE to the lowest compared entry with this formula, charge and spin, kJ/mol: 45.77

Geometry as XYZ:
```
14
Properties=species:S:1:pos:R:3:forces:R:3:lowdin_charge:R:1
O 1.386 0.640 1.256 -0.07 -0.14 -0.40 0.070
O -2.182 1.416 0.537 0.46 -0.05 -0.25 0.075
N 1.996 0.008 -0.833 0.04 -0.08 -0.01 0.171
C -0.988 -1.105 0.634 0.00 -0.09 0.07 -0.049
C 1.079 0.239 0.148 0.03 0.10 0.16 -0.534
C -0.383 0.002 -0.223 -0.06 -0.03 0.04 -0.267
C -1.123 1.318 -0.028 -0.34 0.08 0.11 -0.220
H -0.492 -2.062 0.447 -0.07 0.13 0.01 0.086
H 1.753 -0.442 -1.701 -0.02 0.10 0.19 0.101
H -0.866 -0.848 1.690 -0.04 -0.05 -0.14 0.093
H -0.468 -0.240 -1.294 0.03 0.05 0.14 0.143
H 2.971 0.074 -0.586 -0.08 0.01 -0.01 0.112
H -2.055 -1.207 0.424 0.16 0.02 0.03 0.084
H -0.628 2.207 -0.471 -0.05 -0.05 0.06 0.135
```
Positions in Å, forces in eV/Å.

(5)
The following is a DFT calculation (ωB97M-V/def2-TZVPD) of one molecule with the formula C4H7NO2.

Values from the calculation:
LUMO, eV: 0.8
SMILES string: O[C@@H]1CN=COC1
HOMO level, eV: -9.8
Net charge: 0
Kohn-Sham gap, eV: 10.595
ΔE to the lowest compared entry with this formula, charge and spin, kJ/mol: 142.83

Geometry as XYZ:
```
14
Properties=species:S:1:pos:R:3:forces:R:3:lowdin_charge:R:1
O -0.892 -1.387 -0.099 -0.02 -0.01 -0.04 -0.051
O 0.661 0.337 1.839 -0.26 -0.02 0.10 -0.021
N -1.197 0.800 -0.918 -0.14 -0.50 0.13 0.064
C 0.080 1.241 -0.373 0.18 0.08 0.03 -0.166
C 0.525 -1.191 -0.047 0.16 -0.03 0.06 -0.122
C -1.565 -0.394 -0.728 -0.03 0.39 -0.07 -0.238
C 0.874 0.207 0.445 0.08 0.00 -0.29 -0.353
H 1.951 0.369 0.305 -0.21 -0.04 0.02 0.149
H 0.897 -1.957 0.635 0.04 0.16 -0.08 0.134
H 0.936 -1.366 -1.050 -0.04 0.09 0.10 0.137
H 0.678 1.616 -1.209 -0.01 -0.05 0.07 0.117
H -0.120 2.103 0.275 0.08 -0.09 -0.13 0.123
H -2.536 -0.743 -1.076 0.08 0.08 0.07 0.129
H -0.290 0.365 2.002 0.10 -0.06 0.03 0.099
```
Positions in Å, forces in eV/Å.

(6)
The following is a DFT calculation (ωB97M-V/def2-TZVPD) of one molecule with the formula C4H7NO2 in a non-equilibrium geometry.

Values from the calculation:
LUMO (alpha / beta), eV: 0.8 / 0.2
HOMO level (alpha / beta), eV: -8.1 / -7.2
Net charge: 0
Kohn-Sham gap (alpha / beta), eV: 8.913 / 7.428
ΔE to the lowest compared entry with this formula, charge and spin, kJ/mol: 557.18

Geometry as XYZ:
```
14
Properties=species:S:1:pos:R:3:forces:R:3:lowdin_charge:R:1
O -0.916 0.955 -0.864 -1.94 0.58 2.40 -0.033
O -0.512 0.341 1.391 0.47 1.52 -1.45 -0.117
N 0.584 -1.232 -1.157 -1.14 -0.97 1.67 0.119
C -0.181 -0.842 2.146 -0.63 -1.77 -4.11 -0.043
C 0.980 -0.176 -1.613 0.64 0.40 -0.72 -0.365
C -1.081 0.151 0.178 1.20 -2.15 -0.41 -0.184
C 0.305 1.152 -1.391 3.36 3.22 -3.01 -0.250
H 0.709 -1.382 1.490 -2.40 1.02 2.12 0.146
H 0.037 -0.547 3.130 0.57 0.37 1.05 0.060
H -1.955 -0.511 0.130 0.19 0.49 -0.01 0.150
H 1.155 1.812 -0.919 -2.06 -0.89 0.25 0.151
H -1.188 -1.372 2.103 1.68 -0.40 0.45 0.105
H 1.900 -0.090 -2.209 -0.01 0.01 -0.19 0.102
H 0.163 1.742 -2.415 0.05 -1.43 1.96 0.160
```
Positions in Å, forces in eV/Å.

(7)
The following is a DFT calculation (ωB97M-V/def2-TZVPD) of a 2-piece molecular cluster, C4H7NO2 overall.

Values from the calculation:
LUMO (alpha / beta), eV: -0.2 / -0.2
HOMO level (alpha / beta), eV: -8.2 / -8.2
Net charge: 0
Kohn-Sham gap (alpha / beta), eV: 8.023 / 8.026
ΔE to the lowest compared entry with this formula, charge and spin, kJ/mol: 581.39

Geometry as XYZ:
```
14
Properties=species:S:1:pos:R:3:forces:R:3:lowdin_charge:R:1
O 1.182 -1.081 -1.079 0.03 0.03 -0.11 -0.087
O 0.228 0.184 0.530 -0.01 -0.05 0.04 -0.149
N -1.962 0.073 -0.197 0.63 -0.35 -0.02 0.125
C -0.896 -0.508 -0.224 -0.55 0.28 -0.02 -0.441
C -0.118 -1.624 -0.877 -0.21 -0.13 -0.06 -0.118
C -0.802 1.833 0.789 -0.11 0.31 0.08 0.178
C 1.478 -0.292 0.046 0.26 0.07 0.11 -0.201
H 0.114 2.218 1.225 -0.05 -0.19 -0.10 0.053
H -1.613 1.695 1.488 0.10 -0.09 -0.07 0.048
H -0.075 -2.527 -0.251 -0.03 0.16 -0.02 0.130
H -1.092 2.267 -0.157 0.07 -0.14 0.03 0.056
H -0.535 -1.875 -1.852 0.03 0.04 0.14 0.132
H 2.124 0.532 -0.266 -0.07 -0.05 0.05 0.139
H 1.967 -0.897 0.825 -0.09 0.10 -0.04 0.134
```
Positions in Å, forces in eV/Å.

(8)
The following is a DFT calculation (ωB97M-V/def2-TZVPD) of one molecule with the formula C4H7NO2 in a non-equilibrium geometry.

Values from the calculation:
LUMO (alpha / beta), eV: 0.7 / -2.7
HOMO level (alpha / beta), eV: -6.1 / -10.3
2S+1: 3
Net charge: 0
Kohn-Sham gap (alpha / beta), eV: 6.838 / 7.561
ΔE to the lowest compared entry with this formula, charge and spin, kJ/mol: 0.00

Geometry as XYZ:
```
14
Properties=species:S:1:pos:R:3:forces:R:3:lowdin_charge:R:1
O -1.501 1.484 -0.127 -2.43 -0.36 0.49 0.117
O -2.675 -0.410 0.295 -0.91 -0.06 -0.32 0.140
N 1.278 1.121 -0.293 -2.12 -1.25 -2.80 -0.011
C 0.853 0.173 0.751 -2.01 0.96 0.42 -0.210
C -1.645 0.163 0.099 3.05 0.19 0.34 -0.501
C -0.328 -0.588 0.218 -0.89 7.26 3.85 -0.225
C -0.277 -1.732 -0.473 0.15 -7.51 -4.08 0.056
H 1.690 -0.470 1.051 -0.45 0.09 0.47 0.118
H 0.612 -2.324 -0.743 -0.51 0.68 0.07 0.080
H 2.168 1.405 -0.065 2.49 1.08 0.21 0.037
H 1.284 0.694 -1.280 0.22 0.68 2.11 0.133
H -0.580 1.686 -0.200 1.61 0.40 -0.36 0.042
H -1.260 -2.087 -0.768 0.37 -0.64 0.01 0.074
H 0.381 0.886 1.535 1.44 -1.50 -0.40 0.150
```
Positions in Å, forces in eV/Å.